#w
The following is a DFT calculation (ωB97M-V/def2-TZVPD) of a gas-phase ion, C3H7IN (charge +1).

## Properties
* E_LUMO: -5.245 eV
* structure (SMILES): C[N+](C)=CI
* Kohn-Sham gap: 0.3463 Eh
* total charge: +1

Bonds (Å) are listed after each position.
Geometry (Å):
1 C 1.1386 0.8021 0.0884  N2 1.428, H6 1.128, H7 1.163, H8 1.163
2 N -0.0814 0.0679 -0.0163  C1 1.428, C3 1.374, C4 1.313
3 C 0.0239 -1.3016 -0.0157  N2 1.374, H9 1.071, H10 1.195, H11 1.147
4 C -1.2219 0.6965 -0.1819  N2 1.313, I5 2.024, H12 1.064
5 I -3.0872 -0.0394 0.0917  C4 2.024
6 H 1.9279 0.2274 -0.4772  C1 1.128
7 H 1.3378 0.7692 1.2338  C1 1.163
8 H 1.1903 1.9256 -0.2067  C1 1.163
9 H 1.0143 -1.4759 0.3530  C3 1.071
10 H -0.2449 -1.6494 -1.1274  C3 1.195
11 H -0.7573 -1.7522 0.6931  C3 1.147
12 H -1.2404 1.7297 -0.4347  C4 1.064

***

#x
The following is a DFT calculation (ωB97M-V/def2-TZVPD) of 2 unconnected molecules or ions with the total composition C3H7IN.

## Properties
* E_LUMO (spin up / spin down): -5.995 / -8.846 eV
* Kohn-Sham gap (spin up / spin down): 0.2857 / 0.1404 Eh
* total charge: +1

Bonds (Å) are listed after each position.
Geometry (Å):
1 C 1.4668 -1.3463 0.2831  C2 1.435, N4 1.408, H6 1.076, H7 1.076
2 C 2.3269 -0.5896 -0.5813  C1 1.435, N4 1.427, I5 2.096, H8 1.094
3 C -1.9983 1.6512 -0.0471  H9 1.099, H10 1.122, H11 1.112
4 N 1.1418 -0.0130 -0.0328  C1 1.408, C2 1.427, H12 0.979
5 I 4.2020 0.1202 0.0315  C2 2.096
6 H 0.9112 -2.1722 -0.1256  C1 1.076
7 H 1.6712 -1.6207 1.3032  C1 1.076
8 H 2.1317 -0.8542 -1.6244  C2 1.094
9 H -2.1296 2.0617 0.9639  C3 1.099
10 H -2.8006 0.8823 -0.1998  C3 1.122
11 H -1.2026 2.0731 -0.6990  C3 1.112
12 H 1.3387 0.6869 0.6230  N4 0.979

***

Most stable pick: #w. Distance to second place: 101.5 kcal/mol.

***

#w
The following is a DFT calculation (ωB97M-V/def2-TZVPD) of C17H25N3O4S in the gas phase.

## Properties
* E_LUMO: 0.505 eV
* structure (SMILES): O=C(CN1CCCCC1)Nc1ccc(S(=O)(=O)N2CCOCC2)cc1
* Kohn-Sham gap: 0.3451 Eh

Bonds (Å) are listed after each position.
Geometry (Å):
1 O -2.9091 0.9422 1.2410  C2 1.209
2 C -2.2486 1.5764 0.4513  O1 1.209, C3 1.530, N10 1.361
3 C -2.3179 3.1015 0.3584  C2 1.530, N4 1.451, H26 1.098, H27 1.094
4 N -1.1088 3.6515 -0.2264  C3 1.451, C5 1.454, C9 1.458
5 C -1.2894 4.9104 -0.9313  N4 1.454, C6 1.531, H28 1.093, H29 1.095
6 C -1.5021 6.1071 -0.0004  C5 1.531, C7 1.527, H30 1.091, H31 1.092
7 C -0.3194 6.2204 0.9585  C6 1.527, C8 1.527, H32 1.092, H33 1.093
8 C -0.1403 4.9054 1.7136  C7 1.527, C9 1.532, H34 1.091, H35 1.092
9 C -0.0058 3.7447 0.7225  N4 1.458, C8 1.532, H36 1.093, H37 1.095
10 N -1.3908 1.0597 -0.4707  C2 1.361, C11 1.387, H38 1.018
11 C -1.0611 -0.2627 -0.7298  N10 1.387, C12 1.396, C25 1.398
12 C -1.6952 -1.3308 -0.0924  C11 1.396, C13 1.382, H39 1.077
13 C -1.3285 -2.6277 -0.3999  C12 1.382, C14 1.382, H40 1.078
14 C -0.3384 -2.8614 -1.3356  C13 1.382, S15 1.788, C24 1.383
15 S 0.1989 -4.5360 -1.6575  C14 1.788, O16 1.433, O17 1.432, N18 1.671
16 O 0.8474 -4.5832 -2.9343  S15 1.433
17 O -0.8744 -5.4426 -1.3823  S15 1.432
18 N 1.3790 -4.8232 -0.5094  S15 1.671, C19 1.444, C23 1.444
19 C 0.9280 -4.9014 0.8603  N18 1.444, C20 1.531, H41 1.089, H42 1.102
20 C 2.0514 -5.5207 1.6959  C19 1.531, O21 1.409, H43 1.091, H44 1.099
21 O 3.2402 -4.7730 1.5756  C20 1.409, C22 1.409
22 C 3.6666 -4.7072 0.2343  O21 1.409, C23 1.531, H45 1.091, H46 1.099
23 C 2.5968 -4.0604 -0.6495  N18 1.444, C22 1.531, H47 1.089, H48 1.102
24 C 0.2978 -1.8136 -1.9753  C14 1.383, C25 1.381, H49 1.078
25 C -0.0647 -0.5152 -1.6773  C11 1.398, C24 1.381, H50 1.080
26 H -2.5589 3.4852 1.3584  C3 1.098
27 H -3.1668 3.3328 -0.2926  C3 1.094
28 H -2.1311 4.8038 -1.6200  C5 1.093
29 H -0.3846 5.0765 -1.5260  C5 1.095
30 H -1.6012 7.0173 -0.5933  C6 1.091
31 H -2.4257 5.9708 0.5663  C6 1.092
32 H -0.4782 7.0401 1.6616  C7 1.092
33 H 0.5874 6.4371 0.3881  C7 1.093
34 H 0.7500 4.9447 2.3426  C8 1.091
35 H -1.0000 4.7379 2.3657  C8 1.092
36 H 0.0666 2.7958 1.2598  C9 1.093
37 H 0.9109 3.8786 0.1382  C9 1.095
38 H -0.9002 1.7770 -1.0011  N10 1.018
39 H -2.4662 -1.1319 0.6332  C12 1.077
40 H -1.8174 -3.4698 0.0632  C13 1.078
41 H 0.0359 -5.5265 0.8757  C19 1.089
42 H 0.6888 -3.9010 1.2557  C19 1.102
43 H 1.7940 -5.5161 2.7560  C20 1.091
44 H 2.2229 -6.5530 1.3593  C20 1.099
45 H 4.5820 -4.1135 0.2336  C22 1.091
46 H 3.8793 -5.7181 -0.1415  C22 1.099
47 H 2.8828 -4.0913 -1.7002  C23 1.089
48 H 2.4468 -3.0147 -0.3348  C23 1.102
49 H 1.0536 -2.0349 -2.7119  C24 1.078
50 H 0.4181 0.3129 -2.1756  C25 1.080

***

#x
The following is a DFT calculation (ωB97M-V/def2-TZVPD) of C17H25N3O4S in the gas phase.

## Properties
* E_LUMO: -1.676 eV
* structure (SMILES): CCC(CC)N[C@@H]1C(=O)C(=O)[C@H]1Nc1cccc([S@](C)(=O)=NC)c1O
* Kohn-Sham gap: 0.2361 Eh

Bonds (Å) are listed after each position.
Geometry (Å):
1 C -5.8891 1.7571 0.4503  C2 1.515, H26 1.102, H27 1.085, H28 1.090
2 C -4.4700 2.2839 0.5072  C1 1.515, C3 1.536, H29 1.102, H30 1.088
3 C -3.4341 1.1566 0.3858  C2 1.536, C4 1.542, N6 1.476, H31 1.088
4 C -3.5256 0.4118 -0.9609  C3 1.542, C5 1.502, H32 1.106, H33 1.107
5 C -2.5912 -0.7620 -1.0318  C4 1.502, H34 1.077, H35 1.111, H36 1.092
6 N -2.1100 1.7960 0.5133  C3 1.476, C7 1.500, H37 1.044
7 C -1.1742 1.2623 1.5574  N6 1.500, C8 1.543, C12 1.559, H38 1.109
8 C -1.3970 1.5332 3.0599  C7 1.543, O9 1.236, C10 1.422
9 O -2.2918 1.1421 3.8181  C8 1.236
10 C -0.1059 2.0978 3.2524  C8 1.422, O11 1.250, C12 1.560
11 O 0.5976 2.0983 4.2857  C10 1.250
12 C 0.2093 1.9586 1.7306  C7 1.559, C10 1.560, N13 1.468, H39 1.084
13 N 1.3987 1.1520 1.4305  C12 1.468, C14 1.423, H40 1.045
14 C 1.6856 0.6343 0.1366  N13 1.423, C15 1.406, C24 1.423
15 C 1.0503 1.1257 -1.0172  C14 1.406, C16 1.392, H41 1.075
16 C 1.2308 0.5008 -2.2476  C15 1.392, C17 1.395, H42 1.084
17 C 2.1661 -0.5265 -2.3764  C16 1.395, C18 1.425, H43 1.088
18 C 2.8447 -1.0069 -1.2189  C17 1.425, S19 1.811, C24 1.400
19 S 4.0651 -2.3353 -1.3747  C18 1.811, C20 1.796, O21 1.446, N22 1.737
20 C 5.5775 -1.4051 -1.6472  S19 1.796, H44 1.081, H45 1.078, H46 1.084
21 O 3.7231 -3.2481 -2.4424  S19 1.446
22 N 4.2377 -3.1107 0.1703  S19 1.737, C23 1.454
23 C 3.8677 -4.5129 0.0635  N22 1.454, H47 1.087, H48 1.104, H49 1.083
24 C 2.5777 -0.4705 0.0470  C14 1.423, C18 1.400, O25 1.386
25 O 3.1280 -0.9469 1.2260  C24 1.386, H50 1.021
26 H -6.1745 1.4985 -0.5824  C1 1.102
27 H -6.0134 0.8675 1.0582  C1 1.085
28 H -6.5985 2.4924 0.8313  C1 1.090
29 H -4.3030 2.8290 1.4507  C2 1.102
30 H -4.3145 3.0080 -0.2901  C2 1.088
31 H -3.5349 0.4495 1.2058  C3 1.088
32 H -3.3397 1.1180 -1.7918  C4 1.106
33 H -4.5705 0.0519 -1.0220  C4 1.107
34 H -2.7537 -1.3577 -0.1499  C5 1.077
35 H -2.8255 -1.3656 -1.9344  C5 1.111
36 H -1.5643 -0.3955 -1.0866  C5 1.092
37 H -2.2570 2.8274 0.5831  N6 1.044
38 H -1.0211 0.1743 1.4033  C7 1.109
39 H 0.2451 2.8917 1.1809  C12 1.084
40 H 1.8687 0.6551 2.2204  N13 1.045
41 H 0.3500 1.9344 -0.9134  C15 1.075
42 H 0.6766 0.8725 -3.1022  C16 1.084
43 H 2.3096 -1.0153 -3.3377  C17 1.088
44 H 5.8260 -0.8991 -0.7247  C20 1.081
45 H 6.3909 -2.0557 -1.9255  C20 1.078
46 H 5.4232 -0.7038 -2.4594  C20 1.084
47 H 2.7867 -4.5386 -0.0439  C23 1.087
48 H 4.3650 -4.9580 -0.8156  C23 1.104
49 H 4.1320 -5.1073 0.9290  C23 1.083
50 H 3.5262 -1.8597 0.9994  O25 1.021

***

Most stable pick: #w. Distance to second place: 111.9 kcal/mol.

***

#w
The following is a DFT calculation (ωB97M-V/def2-TZVPD) of 2 unconnected molecules or ions with the total composition C2H3I2NO.

## Properties
* E_LUMO (spin up / spin down): -0.501 / -1.064 eV
* Kohn-Sham gap (spin up / spin down): 0.2645 / 0.2613 Eh

Bonds (Å) are listed after each position.
Geometry (Å):
1 C 0.4171 0.3912 -1.2808  O4 1.198, H7 1.072
2 C -1.0296 -0.7597 0.6596  N3 1.290, I5 2.050, H8 1.112
3 N -1.5279 0.2687 1.2576  C2 1.290, I6 2.376, H9 0.993
4 O -0.1571 1.4422 -1.2812  C1 1.198
5 I -2.1256 -2.1420 -0.3852  C2 2.050
6 I -2.8549 1.8238 0.0461  N3 2.376
7 H 1.2288 -0.0233 -1.8445  C1 1.072
8 H 0.0738 -0.7762 0.7935  C2 1.112
9 H -1.0818 0.9720 1.7992  N3 0.993

***

#x
The following is a DFT calculation (ωB97M-V/def2-TZVPD) of 2 unconnected molecules or ions with the total composition C2H3I2NO.

## Properties
* E_LUMO: -1.633 eV
* structure (SMILES): CC#[N+][O-].II
* Kohn-Sham gap: 0.2768 Eh

Bonds (Å) are listed after each position.
Geometry (Å):
1 C -0.5311 -0.3993 1.4107  C2 1.463, H5 1.077, H6 1.086, H7 1.064
2 C 0.4204 -0.6364 0.3242  C1 1.463, N3 1.179
3 N 1.4100 -0.2201 -0.1629  C2 1.179, O4 1.239
4 O 2.2656 0.0348 -1.0219  N3 1.239
5 H -0.6826 -1.2369 2.0702  C1 1.077
6 H -0.0662 0.4365 1.9249  C1 1.086
7 H -1.4597 -0.0774 1.0033  C1 1.064
8 I -1.2326 1.7089 -1.7680  I9 2.649
9 I -0.1238 0.3899 -3.7805  I8 2.649

***

Most stable pick: #x. Distance to second place: 41.0 kcal/mol.

***

#w
The following is a DFT calculation (ωB97M-V/def2-TZVPD) of 2 unconnected molecules or ions with the total composition C4H12NOS.

## Properties
* E_LUMO: 3.236 eV
* Kohn-Sham gap: 0.2029 Eh
* total charge: -1

Bonds (Å) are listed after each position.
Geometry (Å):
1 C -1.3283 0.8982 -0.1303  C2 1.519, C4 1.604, H7 1.094, H8 1.100
2 C -2.3948 0.4924 -1.1329  C1 1.519, S3 1.847, H9 1.097, H10 1.101
3 S -2.9642 1.8655 -2.2291  C2 1.847
4 C -0.3825 -0.3529 0.2054  C1 1.604, N5 1.460, H11 1.095, H12 1.082
5 N 1.0041 0.0761 0.3623  C4 1.460, C6 1.457, H13 1.000
6 C 1.8168 0.2371 -0.8366  N5 1.457, H14 1.089, H15 1.116, H16 1.098
7 H -0.6415 1.5999 -0.6119  C1 1.094
8 H -1.7659 1.3944 0.7480  C1 1.100
9 H -3.2878 0.1589 -0.5898  C2 1.097
10 H -1.9808 -0.2094 -1.8729  C2 1.101
11 H -0.6632 -0.7588 1.1826  C4 1.095
12 H -0.5055 -0.9652 -0.6779  C4 1.082
13 H 1.1580 0.7603 1.0751  N5 1.000
14 H 1.2342 0.6975 -1.6328  C6 1.089
15 H 2.2609 -0.7547 -1.0920  C6 1.116
16 H 2.8175 0.6485 -0.6513  C6 1.098
17 H 1.8866 -2.6080 2.2787  O19 0.963
18 H 1.5725 -1.2350 2.6859  O19 0.953
19 O 2.1637 -1.9450 2.9195  H17 0.963, H18 0.953

***

#x
The following is a DFT calculation (ωB97M-V/def2-TZVPD) of 2 unconnected molecules or ions with the total composition C4H12NOS.

## Properties
* E_LUMO: 3.650 eV
* Kohn-Sham gap: 0.2365 Eh
* total charge: -1

Bonds (Å) are listed after each position.
Geometry (Å):
1 C 0.4485 -2.6788 0.5647  N2 1.440, H7 1.091, H8 1.088, H9 1.049
2 N 0.1747 -1.6520 -0.4069  C1 1.440, C3 1.507, H10 0.950
3 C 0.1428 -0.2914 0.2394  N2 1.507, C4 1.542, C6 1.552, H11 1.135
4 C 0.0872 0.7156 -0.9266  C3 1.542, S5 1.848, H12 1.122, H13 1.150
5 S 0.1315 2.4895 -0.4092  C4 1.848
6 C 1.0891 0.0819 1.4121  C3 1.552, H14 1.105, H15 1.085, H16 1.088
7 H 1.3565 -2.4430 1.1219  C1 1.091
8 H -0.3643 -2.7256 1.2861  C1 1.088
9 H 0.3689 -3.5516 -0.0114  C1 1.049
10 H 0.8540 -1.6777 -1.0704  N2 0.950
11 H -0.8338 -0.2770 0.8168  C3 1.135
12 H 0.8805 0.4966 -1.6898  C4 1.122
13 H -0.9663 0.5564 -1.3603  C4 1.150
14 H 0.7984 -0.2190 2.4346  C6 1.105
15 H 1.1930 1.1620 1.4174  C6 1.085
16 H 2.0610 -0.3541 1.1909  C6 1.088
17 H -1.7556 3.1569 -1.5156  O19 0.983
18 H -3.2010 3.4153 -1.3437  O19 0.923
19 O -2.4650 3.7962 -1.7502  H17 0.983, H18 0.923

***

Most stable pick: #x. Distance to second place: 10.3 kcal/mol.